# 1
Molecular formula: C55H47Cl2N2O3P2SSeV
Method: DFT, wB97M-V/def2-TZVPD

Its net charge is +1. The energy above the lowest of the compared OMol25 structures with the same formula, charge and spin comes out at 0.0 kcal per mole. The spin multiplicity is 2. For the electronic energy, the calculation gives -212408.6358 eV. The gap between HOMO and LUMO (spin up / spin down) is 6.932 / 6.796 eV. As for the LUMO energy (spin up / spin down): -2.5991 / -2.4599 eV.

```
114
C55H47Cl2N2O3P2SSeV (wB97M-V/def2-TZVPD)
V -0.48032 -0.37466 -0.55559
O -1.17552 2.39669 -1.66283
S -0.78977 1.89416 -0.31105
C 0.48948 3.00985 0.26296
C 0.17064 4.07223 1.07511
C 1.01229 5.19683 1.22195
C 2.14922 5.25693 0.47011
C 3.18104 6.34813 0.29199
C 4.21260 5.76032 -0.71337
C 3.68504 4.38051 -1.04648
C 4.15297 3.40433 -1.88207
C 3.45766 2.17913 -1.92575
C 2.30366 1.92736 -1.20946
P 1.73539 0.19037 -1.12271
C 1.75687 -0.28910 -2.89182
C 2.70103 -1.11747 -3.49220
C 2.61049 -1.40759 -4.84817
C 1.58292 -0.87298 -5.61153
C 0.64769 -0.03230 -5.02171
C 0.73337 0.25728 -3.66908
C 3.18846 -0.62704 -0.37872
C 3.29568 -2.01884 -0.47410
C 4.36817 -2.68386 0.10244
C 5.34182 -1.96755 0.78628
C 5.22321 -0.59104 0.91496
C 4.14720 0.07712 0.34607
C 1.74085 2.97014 -0.42987
C 2.49537 4.15021 -0.33574
C -2.13200 2.36672 0.75914
C -2.89667 3.39818 0.27422
C -3.93643 3.98646 1.02637
C -4.15588 3.51935 2.29183
C -5.14127 3.94871 3.35777
C -4.86589 2.99970 4.55879
C -3.76227 2.08292 4.07996
C -3.12553 1.03678 4.68136
C -2.15087 0.33157 3.94381
C -1.77069 0.65258 2.65521
P -0.59515 -0.46388 1.78410
C -1.06090 -2.09430 2.51130
C -0.50656 -2.58149 3.69475
C -0.93897 -3.78463 4.23954
C -1.94010 -4.51356 3.61736
C -2.50802 -4.03347 2.44758
C -2.06793 -2.83842 1.89966
C 0.99649 -0.08606 2.60168
C 1.22442 1.14839 3.20408
C 2.44625 1.41783 3.81169
C 3.43782 0.44841 3.83615
C 3.22514 -0.77747 3.21779
C 2.02088 -1.03678 2.58302
C -2.38110 1.78263 2.03542
C -3.38717 2.43682 2.77163
H -0.77147 4.07832 1.60439
H 0.71247 6.00527 1.87797
H 2.71106 7.25024 -0.10132
H 3.64176 6.61823 1.24265
H 4.29156 6.37199 -1.61244
H 5.21217 5.70095 -0.28183
H 5.05268 3.53817 -2.47142
H 3.87033 1.37926 -2.53020
H 3.51526 -1.53305 -2.91240
H 3.34987 -2.05260 -5.30832
H 1.51491 -1.10258 -6.66883
H -0.14801 0.40032 -5.61642
H 0.01499 0.94128 -3.22259
H 2.53650 -2.58578 -0.99937
H 4.44153 -3.76191 0.01468
H 6.18819 -2.48372 1.22670
H 5.96875 -0.03059 1.46741
H 4.05652 1.14666 0.48195
H -2.66258 3.78044 -0.71384
H -4.51245 4.80180 0.60604
H -4.99315 4.99553 3.62389
H -6.16563 3.85634 2.99433
H -4.55308 3.55288 5.44556
H -5.75385 2.43258 4.83983
H -3.36920 0.72059 5.68943
H -1.69346 -0.52602 4.41836
H 0.26560 -2.02402 4.20391
H -0.48917 -4.14788 5.15594
H -2.26977 -5.45666 4.03857
H -3.29305 -4.59501 1.95456
H -2.50761 -2.49848 0.97550
H 0.44260 1.89918 3.21413
H 2.61318 2.37887 4.28322
H 4.37939 0.64777 4.33443
H 4.00111 -1.53249 3.22607
H 1.86957 -1.98655 2.08077
Cl -2.97138 -0.51332 -0.52615
C -4.04634 0.35986 -1.71627
Cl -3.43417 0.64305 -3.32859
H -4.27449 1.30940 -1.25373
H -4.92442 -0.26463 -1.79885
Se 0.91469 -4.89734 0.05904
C 0.42566 -3.24500 -0.19443
N 0.10525 -2.11671 -0.37160
O 0.05610 -3.48832 -3.60396
C -1.10778 -3.06560 -3.14691
O -1.27647 -1.91977 -2.80086
C -2.20583 -4.12318 -3.10195
N -1.62804 -5.45767 -3.32819
C -2.45453 -6.17560 -4.31538
C -2.86703 -5.05189 -5.25235
C -3.20344 -3.92085 -4.27122
H -2.70426 -4.01851 -2.13921
H -1.47170 -5.97277 -2.47193
H -0.07767 -4.45540 -3.72618
H -3.34176 -6.62566 -3.85973
H -1.87784 -6.96101 -4.79975
H -3.70826 -5.31924 -5.88943
H -2.02319 -4.77097 -5.88617
H -4.22336 -4.03701 -3.90684
H -3.11237 -2.92731 -4.70452
```


# 2
Molecular formula: C55H49Br2F4NO7
Method: DFT, wB97M-V/def2-TZVPD

Its net charge is 0. For the electronic energy, the calculation gives -224598.4882 eV. The gap between HOMO and LUMO is 7.851 eV. As for the LUMO energy: -1.4781 eV.

```
118
C55H49Br2F4NO7 (wB97M-V/def2-TZVPD)
C 1.76487 -0.32945 -0.28945
O 2.06042 -1.72532 -0.53171
C 1.06730 -2.58843 0.07703
C 0.27030 -3.51683 -0.95352
C 1.13462 -4.80528 -1.46432
C 0.90772 -5.09434 -3.03232
C 1.86463 -4.22349 -3.99911
C 1.05233 -3.52337 -5.22962
C 0.75440 -2.01253 -4.74943
C -0.37100 -1.28425 -5.62866
C -1.87444 -1.51191 -5.11777
C -2.09218 -1.30216 -3.55405
C -3.02548 -2.10062 -2.82408
C -3.88738 -3.28845 -3.49604
C -5.42226 -3.13869 -3.40593
C -6.27570 -4.30705 -4.01028
C -5.47777 -5.50518 -4.64623
C -3.93609 -5.39791 -4.62490
N -3.13622 -4.35933 -4.06293
C -3.29578 -1.88163 -1.25131
O -3.81588 -2.75781 -0.51856
C -2.92610 -0.46418 -0.58156
C -3.66817 -0.07146 0.77347
C -2.96204 -0.81839 2.02875
F -4.02525 -1.51991 2.72169
C -1.98523 0.33025 -1.28403
C -1.55842 1.75816 -0.71898
C -2.25338 2.87315 -1.66615
C -1.63863 4.34823 -1.46152
F -2.22658 5.18408 -2.49042
Br -2.25198 5.07312 0.29592
C -0.03230 4.36801 -1.67427
F 0.26903 5.59350 -2.38335
F 0.44212 3.30601 -2.48574
Br 0.83873 4.48748 0.10648
C -1.33831 -0.17282 -2.67744
O -0.24947 0.35921 -3.00162
H 2.38489 0.29522 -1.04155
H 2.07829 0.03948 0.75345
H 0.66579 -0.11925 -0.52295
H 0.34091 -1.91595 0.67787
H 1.55120 -3.29230 0.85205
H -0.17545 -2.94519 -1.85055
H -0.64502 -3.93481 -0.38063
H 0.75006 -5.70708 -0.84744
H 2.24722 -4.70376 -1.17714
H -0.19257 -4.92543 -3.34895
H 1.12894 -6.20323 -3.28407
H 2.42458 -3.42154 -3.38326
H 2.69251 -4.91811 -4.41017
H 0.11176 -4.11253 -5.51970
H 1.81023 -3.47438 -6.09219
H 0.56376 -1.99818 -3.62166
H 1.74320 -1.42997 -4.90261
H -0.09725 -0.16706 -5.74499
H -0.29643 -1.72056 -6.69604
H -2.23001 -2.51472 -5.52379
H -2.52186 -0.70824 -5.64469
H -5.86913 -2.22634 -2.88904
H -7.42317 -4.27963 -3.97855
H -6.08879 -6.36183 -5.08196
H -3.36403 -6.27352 -5.11051
H -4.75923 -0.43846 0.67140
H -3.76134 1.06939 0.93746
H -2.26425 -1.61252 1.56614
H -2.37483 -0.10565 2.69569
H -0.42099 1.84626 -0.65846
H -1.94557 1.96579 0.35063
H -2.16817 2.49950 -2.75278
H -3.37878 2.84462 -1.40688
C 10.22168 2.74442 -0.62202
C 9.51155 1.96375 0.28755
C 8.12135 1.99183 0.29305
C 7.43624 2.81125 -0.60462
C 8.14789 3.61122 -1.49890
C 9.54282 3.56752 -1.51361
C 7.43437 4.52228 -2.42331
O 8.05575 5.21886 -3.20754
C 5.95625 4.57994 -2.37387
C 5.27209 5.47480 -3.19807
C 3.88203 5.52616 -3.16763
C 3.17022 4.67866 -2.32162
C 3.84893 3.78969 -1.49509
C 5.24352 3.74548 -1.51267
C 5.95593 2.82082 -0.60316
O 5.33348 2.08139 0.14106
H 11.30658 2.71506 -0.63184
H 10.04255 1.33108 0.99155
H 7.57345 1.37747 1.00054
H 10.10171 4.17747 -2.21614
H 5.82002 6.13600 -3.86209
H 3.35220 6.22640 -3.80580
H 2.09900 4.71453 -2.30498
H 3.28955 3.13506 -0.83464
C -4.22436 -2.53071 5.92331
C -4.10307 -3.11162 7.18396
C -3.71887 -2.33759 8.27389
C -3.44274 -0.98080 8.10342
C -3.54072 -0.40493 6.83619
C -3.94352 -1.18054 5.74818
C -3.20286 1.02189 6.63162
O -3.29144 1.52724 5.52445
C -2.74722 1.82391 7.78963
C -2.37021 3.15469 7.60221
C -1.95349 3.91960 8.68660
C -1.92051 3.36175 9.96276
C -2.28994 2.03485 10.15282
C -2.69490 1.26041 9.06452
C -3.05192 -0.16121 9.27212
O -3.01901 -0.65122 10.38826
H -4.53301 -3.13299 5.07483
H -4.31034 -4.16854 7.31747
H -3.63117 -2.79467 9.25448
H -4.03480 -0.73620 4.76368
H -2.39650 3.59674 6.61117
H -1.65586 4.95268 8.53763
H -1.60211 3.96118 10.80969
H -2.25752 1.60446 11.14872
```


- Among the records above, which one has the highest net charge?
  C55H47Cl2N2O3P2SSeV